Entry 1:
Molecular formula: C11H41N20O13
Method: DFT, wB97M-V/def2-TZVPD

```
! RIJCOSX wB97M-V def2-TZVPD def2/J DEFGRID3
* xyz -1 1
O -0.72 0.82 -0.04
C -0.10 -0.25 -0.67
O -0.35 -1.40 -0.25
O 0.65 -0.02 -1.64
H -1.17 0.29 0.65
C 1.58 -3.68 -2.49
O 1.84 -4.66 -3.19
N 2.01 -3.55 -1.20
N 1.15 -2.51 -3.02
H 2.43 -4.31 -0.70
H 1.62 -2.81 -0.64
H 0.89 -1.68 -2.49
H 0.95 -2.53 -4.00
C 4.51 0.47 -1.78
O 5.55 0.85 -1.24
N 4.44 -0.52 -2.74
N 3.29 0.99 -1.44
H 5.32 -0.86 -3.08
H 3.61 -0.60 -3.29
H 2.39 0.55 -1.63
H 3.24 1.70 -0.73
C -2.16 4.55 -0.63
O -3.10 3.98 -0.08
N -1.03 3.90 -1.00
N -2.23 5.88 -1.06
H -0.23 4.38 -1.37
H -0.88 2.99 -0.58
H -2.67 6.53 -0.43
H -1.67 6.21 -1.82
C -1.30 0.66 4.18
O -1.25 0.32 2.99
N -1.83 1.86 4.57
N -0.90 -0.17 5.20
H -2.29 2.45 3.90
H -1.66 2.18 5.50
H -0.35 -0.95 4.87
H -0.71 0.22 6.10
C -2.89 -2.07 -3.36
O -3.49 -2.69 -4.23
N -1.91 -1.15 -3.66
N -3.16 -2.14 -2.03
H -1.45 -0.79 -2.84
H -1.42 -1.19 -4.53
H -2.68 -1.65 -1.30
H -3.96 -2.68 -1.78
C 3.51 -2.59 2.88
O 3.44 -3.82 2.83
N 2.38 -1.80 2.70
N 4.69 -1.89 2.89
H 1.47 -2.19 2.56
H 2.58 -0.87 3.04
H 5.55 -2.36 2.72
H 4.60 -0.89 2.80
C -4.00 0.44 0.63
O -4.60 0.54 -0.43
N -3.50 -0.72 1.15
N -3.55 1.53 1.33
H -3.58 -1.58 0.66
H -2.91 -0.61 1.96
H -3.55 2.43 0.85
H -2.81 1.39 2.00
C -0.04 3.42 -4.22
O 1.02 3.90 -3.83
N -0.96 4.11 -4.98
N -0.44 2.13 -3.95
H -0.70 5.04 -5.25
H -1.81 3.71 -5.32
H 0.16 1.59 -3.35
H -1.24 1.77 -4.43
C -1.31 -4.66 1.89
O -2.07 -5.05 2.77
N 0.03 -4.93 1.92
N -1.73 -3.87 0.87
H 0.66 -4.66 1.18
H 0.36 -5.32 2.78
H -2.69 -3.98 0.59
H -1.17 -3.29 0.26
C 1.99 1.66 2.99
O 2.80 0.91 3.57
N 1.54 1.49 1.69
N 1.87 2.96 3.41
H 0.55 1.68 1.52
H 1.74 0.60 1.26
H 2.41 3.22 4.21
H 1.39 3.66 2.88
*
```

Summary:
LUMO	0.060	Eh
Kohn-Sham gap	8.70	eV
ΔE to the lowest compared entry with this formula, charge and spin	84.08	kJ/mol
E	-68506.5567	eV
HOMO	-7.07	eV


Entry 2:
Molecular formula: C11H44B2NO9STl
Method: DFT, wB97M-V/def2-TZVPD

```
! RIJCOSX wB97M-V def2-TZVPD def2/J DEFGRID3
* xyz 0 1
Tl 0.10 -2.53 -2.90
N 3.49 1.24 -0.40
H 3.78 2.14 0.03
H 1.84 0.16 0.34
H 4.09 1.00 -1.12
H 2.58 1.33 -1.03
B 1.20 -1.39 -4.38
H -8.09 -3.32 4.51
H -0.96 5.00 -2.40
H -3.18 -3.84 -5.86
H -2.33 5.86 6.89
B 0.54 -4.75 -2.93
H 2.47 3.90 -3.80
H -1.83 2.33 7.68
H 3.99 3.79 4.64
H -3.31 6.04 2.57
S 0.26 -0.99 -0.34
O 1.30 -0.52 0.65
O 0.51 -2.38 -0.79
O -1.00 -0.98 0.46
O 0.52 -0.13 -1.52
C -4.22 1.82 -0.95
C -4.98 0.59 -0.53
O -4.92 -0.43 -1.66
H -4.73 2.52 -1.54
H -3.23 1.63 -1.40
H -4.00 2.44 -0.11
H -6.08 0.76 -0.33
H -4.63 0.06 0.41
H -5.05 -1.28 -1.26
C -1.77 1.43 -3.67
C -2.39 -0.04 -3.65
O -1.80 -1.10 -2.83
H -1.38 1.74 -2.69
H -2.49 2.30 -3.82
H -1.04 1.53 -4.43
H -2.33 -0.40 -4.60
H -3.48 0.05 -3.37
H -2.35 -1.14 -2.06
C 1.17 2.10 3.91
C 1.50 2.63 2.52
O 2.03 3.94 2.54
H 0.14 2.45 4.18
H 1.87 2.31 4.75
H 1.02 1.00 3.80
H 0.55 2.55 1.93
H 2.26 2.02 2.11
H 1.33 4.59 2.53
C -2.53 -0.42 4.91
C -1.80 -0.77 3.68
O -1.84 0.45 2.90
H -2.55 -1.22 5.69
H -3.57 -0.13 4.62
H -2.08 0.41 5.44
H -2.26 -1.60 3.07
H -0.77 -1.23 3.85
H -1.71 0.26 1.95
C 4.11 -3.06 -2.53
C 5.51 -3.23 -2.34
C 5.85 -4.30 -1.21
O 6.01 -3.63 -3.57
H 4.05 -2.31 -3.32
H 3.51 -2.83 -1.62
H 3.75 -3.92 -3.05
H 6.11 -2.32 -1.98
H 6.16 -5.26 -1.59
H 4.93 -4.63 -0.69
H 6.49 -3.87 -0.46
H 5.65 -4.46 -3.79
*
```

Summary:
LUMO	-0.197	Eh
Kohn-Sham gap	1.24	eV
E	-48868.2225	eV
HOMO	-6.61	eV


Entry 3:
Molecular formula: C11H44N14O11
Method: DFT, wB97M-V/def2-TZVPD

```
! RIJCOSX wB97M-V def2-TZVPD def2/J DEFGRID3
* xyz 0 1
N 4.71 -2.19 0.62
C 4.29 -1.16 -0.06
N 3.61 -1.41 -1.16
O 4.41 -0.01 0.32
H 4.58 -3.10 0.20
H 5.22 -1.97 1.46
H 3.24 -0.67 -1.75
H 3.73 -2.38 -1.39
N -0.41 6.01 -0.55
C -0.53 4.70 -0.69
N -0.17 3.94 0.32
O -1.06 4.21 -1.61
H -0.60 6.54 -1.39
H 0.12 6.34 0.24
H -0.38 2.99 0.07
H 0.15 4.21 1.24
N -1.69 1.44 2.97
C -1.86 2.69 3.28
N -0.75 3.30 3.55
O -2.94 3.23 3.19
H -2.47 0.85 2.74
H -0.76 1.03 2.99
H -0.95 4.27 3.70
H 0.17 2.88 3.49
N -2.72 -2.31 0.83
C -3.53 -1.64 -0.03
N -4.50 -1.03 0.61
O -3.48 -1.69 -1.24
H -1.82 -2.61 0.49
H -3.00 -2.50 1.78
H -4.60 -1.24 1.60
H -5.27 -0.60 0.12
N 1.02 1.80 -2.74
C 2.19 1.59 -3.35
N 2.37 2.42 -4.34
O 3.07 0.90 -2.95
H 0.91 1.36 -1.84
H 0.29 2.21 -3.30
H 3.18 2.47 -4.94
H 1.56 3.01 -4.43
N 3.17 0.59 3.14
C 1.94 0.37 3.40
N 1.84 0.14 4.71
O 1.01 0.68 2.75
H 3.46 0.95 2.23
H 3.88 0.20 3.75
H 1.00 -0.11 5.21
H 2.70 -0.23 5.09
N -3.17 1.85 -0.10
C -3.22 1.98 -1.39
N -2.93 0.93 -2.08
O -3.49 2.99 -1.97
H -3.48 2.57 0.54
H -3.03 0.92 0.27
H -2.90 0.99 -3.09
H -3.01 0.06 -1.57
C 0.16 -0.31 -0.59
O 0.02 0.94 0.01
H -0.69 -0.42 -1.25
H 1.13 -0.44 -1.06
H 0.16 -1.10 0.17
H 0.15 0.65 0.92
C 1.56 -3.22 2.17
O 0.18 -3.16 1.86
H 1.94 -4.16 1.79
H 2.18 -2.54 1.58
H 1.68 -2.92 3.22
H 0.11 -3.31 0.91
C -1.11 -4.69 -0.59
O -0.42 -3.47 -0.70
H -1.91 -4.73 -1.34
H -0.49 -5.55 -0.85
H -1.59 -4.83 0.38
H -0.12 -3.43 -1.61
C -0.46 -2.34 -4.07
O 0.11 -3.38 -3.32
H -0.02 -2.31 -5.07
H -1.55 -2.43 -4.03
H -0.16 -1.42 -3.57
H 0.03 -4.15 -3.89
*
```

Summary:
SMILES	NC(N)=O.NC(N)=O.NC(N)=O.NC(N)=O.NC(N)=O.NC(N)=O.NC(N)=O.CO.CO.CO.CO
LUMO	0.006	Eh
Kohn-Sham gap	8.08	eV
ΔE to the lowest compared entry with this formula, charge and spin	365.55	kJ/mol
E	-55507.4491	eV
HOMO	-7.93	eV


Entry 4:
Molecular formula: C11H44N22O19S2V
Method: DFT, wB97M-V/def2-TZVPD

```
! RIJCOSX wB97M-V def2-TZVPD def2/J DEFGRID3
* xyz -1 3
V 35.52 5.34 15.61
S 36.09 6.98 17.76
O 35.20 7.18 18.86
O 35.50 7.16 16.40
O 37.37 7.66 17.93
O 36.31 5.51 17.50
S 35.57 2.69 14.78
O 35.95 3.33 16.07
O 36.71 2.13 14.06
O 34.50 1.73 15.01
O 35.15 3.97 14.17
C 36.92 7.06 12.83
O 36.24 6.55 13.71
N 38.04 7.75 13.14
N 36.83 6.69 11.51
H 38.73 7.87 12.42
H 38.31 8.03 14.07
H 36.03 6.10 11.32
H 36.95 7.33 10.75
C 32.78 6.73 14.13
O 33.73 6.15 14.62
N 32.36 7.95 14.52
N 32.00 6.09 13.20
H 31.63 8.45 14.05
H 32.78 8.36 15.34
H 32.31 5.19 12.89
H 31.24 6.63 12.83
C 32.67 2.72 11.80
O 31.86 2.46 10.92
N 32.47 2.22 13.05
N 33.66 3.65 11.66
H 33.00 2.38 13.90
H 31.80 1.49 13.22
H 34.36 3.71 12.38
H 33.70 4.09 10.76
C 36.22 -1.28 13.29
O 36.26 -2.37 12.75
N 35.83 -0.14 12.62
N 36.64 -1.02 14.56
H 35.78 0.78 13.05
H 35.33 -0.25 11.75
H 36.39 -0.16 15.01
H 37.14 -1.69 15.11
C 38.94 4.84 15.19
O 37.87 5.38 15.39
N 40.13 5.51 15.28
N 39.08 3.49 15.03
H 41.03 5.10 15.13
H 40.06 6.44 15.65
H 38.24 2.98 14.80
H 40.00 3.16 14.84
C 36.34 0.55 18.27
O 36.35 -0.57 18.76
N 37.47 1.20 17.88
N 35.19 1.24 18.02
H 37.29 1.86 17.13
H 38.34 0.71 17.90
H 35.23 2.03 17.39
H 34.30 0.85 18.25
C 32.78 4.24 17.26
O 33.67 4.87 16.74
N 31.90 4.78 18.15
N 32.42 3.02 16.80
H 31.20 4.23 18.60
H 32.13 5.66 18.58
H 31.63 2.51 17.16
H 33.07 2.49 16.25
C 37.32 2.82 10.26
O 37.39 3.47 9.22
N 37.27 1.47 10.25
N 37.43 3.41 11.49
H 37.26 0.96 11.12
H 36.94 1.10 9.38
H 37.34 4.40 11.42
H 37.29 2.95 12.38
C 40.12 -0.47 12.21
O 39.56 -1.26 11.48
N 41.25 0.19 11.84
N 39.65 -0.17 13.47
H 41.87 -0.10 11.11
H 41.63 0.94 12.41
H 39.98 0.70 13.85
H 38.66 -0.33 13.63
C 38.90 4.55 19.74
O 39.32 3.75 20.58
N 38.59 4.13 18.46
N 38.88 5.89 19.89
H 38.58 3.13 18.45
H 37.76 4.55 18.02
H 38.50 6.44 19.12
H 39.07 6.35 20.76
C 32.49 -1.45 15.93
O 32.16 -2.61 16.10
N 33.45 -1.05 15.06
N 31.94 -0.40 16.62
H 33.82 -0.10 15.03
H 33.92 -1.76 14.53
H 31.34 -0.62 17.38
H 32.19 0.53 16.36
*
```

Summary:
<S²>	2.012
LUMO (spin up / spin down)	0.058 / 0.058	Eh
Kohn-Sham gap (spin up / spin down)	8.21 / 8.22	eV
E	-131183.0175	eV
HOMO (spin up / spin down)	-6.63 / -6.64	eV


Entry 5:
Molecular formula: C11H44O11
Method: DFT, wB97M-V/def2-TZVPD

```
! RIJCOSX wB97M-V def2-TZVPD def2/J DEFGRID3
* xyz 0 1
C 14.94 10.24 -17.04
O 14.55 9.16 -16.23
H 15.91 10.01 -17.49
H 14.21 10.31 -17.85
H 15.08 11.15 -16.46
H 14.58 8.34 -16.72
C 14.45 11.18 -13.05
O 14.49 11.09 -11.62
H 13.66 10.58 -13.49
H 14.37 12.23 -13.35
H 15.38 10.81 -13.48
H 15.42 11.15 -11.39
C 12.73 8.18 -10.55
O 11.61 8.29 -11.44
H 12.42 8.46 -9.54
H 13.12 7.17 -10.46
H 13.46 8.93 -10.84
H 11.99 8.32 -12.32
C 11.15 11.87 -11.84
O 12.17 12.17 -10.89
H 11.25 12.43 -12.77
H 11.16 10.82 -12.12
H 10.18 12.06 -11.38
H 12.98 11.77 -11.21
C 10.51 8.19 -14.25
O 11.84 8.62 -14.11
H 10.12 8.25 -15.27
H 10.44 7.14 -13.94
H 9.89 8.76 -13.56
H 12.35 8.38 -14.89
C 11.08 5.26 -16.55
O 9.88 5.56 -15.89
H 11.18 5.90 -17.43
H 11.96 5.48 -15.94
H 11.14 4.21 -16.82
H 9.24 5.65 -16.59
C 8.13 7.41 -10.50
O 9.22 6.71 -11.13
H 8.10 8.46 -10.78
H 7.21 6.94 -10.83
H 8.20 7.36 -9.42
H 10.05 7.18 -11.05
C 11.71 4.83 -12.82
O 10.62 4.28 -13.55
H 11.44 5.04 -11.79
H 12.48 4.06 -12.78
H 12.01 5.77 -13.29
H 10.40 4.87 -14.27
C 15.07 6.96 -12.94
O 15.15 5.69 -12.26
H 15.92 7.10 -13.61
H 14.11 7.03 -13.45
H 15.09 7.79 -12.23
H 15.25 5.01 -12.93
C 5.87 8.63 -13.39
O 5.40 9.95 -13.21
H 6.95 8.76 -13.42
H 5.52 7.90 -12.66
H 5.62 8.35 -14.41
H 5.36 9.96 -12.25
C 11.24 8.52 -18.34
O 9.84 8.61 -18.30
H 11.74 8.37 -17.38
H 11.54 7.69 -19.00
H 11.71 9.42 -18.74
H 9.49 9.37 -17.82
*
```

Summary:
SMILES	CO.CO.CO.CO.CO.CO.CO.CO.CO.CO.CO
LUMO	-0.001	Eh
Kohn-Sham gap	9.45	eV
ΔE to the lowest compared entry with this formula, charge and spin	266.19	kJ/mol
E	-34637.6415	eV
HOMO	-9.47	eV


Entry 6:
Molecular formula: C11H50CdF6N2O21S2
Method: DFT, wB97M-V/def2-TZVPD

```
! RIJCOSX wB97M-V def2-TZVPD def2/J DEFGRID3
* xyz 0 1
Cd 22.53 -11.92 6.86
C 24.49 -14.04 3.85
F 24.90 -14.99 3.01
F 25.12 -14.13 4.99
F 24.78 -12.91 3.19
S 22.57 -14.09 4.31
O 21.88 -14.56 3.08
O 22.50 -15.03 5.39
N 22.30 -12.45 4.96
S 21.85 -11.61 3.68
O 22.20 -10.19 3.77
O 22.22 -12.14 2.37
C 19.87 -11.73 3.70
F 19.51 -12.99 4.06
F 19.33 -10.71 4.44
F 19.41 -11.54 2.47
C 26.20 -10.32 8.81
C 25.78 -8.99 8.08
C 27.01 -8.04 7.96
C 27.92 -8.30 6.74
C 27.10 -8.44 5.43
C 25.96 -9.48 5.52
N 25.12 -9.26 6.74
O 23.87 -9.96 6.70
C 26.67 -10.86 5.40
C 25.11 -9.24 4.18
C 24.83 -8.19 8.98
H 25.43 -11.08 8.85
H 26.45 -10.12 9.85
H 27.00 -10.94 8.40
H 27.69 -8.25 8.78
H 26.85 -6.96 8.01
H 28.45 -9.22 6.97
H 28.66 -7.50 6.68
H 27.87 -8.73 4.71
H 26.72 -7.52 4.98
H 27.41 -11.01 6.18
H 27.31 -10.91 4.51
H 26.01 -11.73 5.43
H 25.78 -8.94 3.37
H 24.39 -8.44 4.36
H 24.53 -10.14 4.00
H 25.33 -7.95 9.92
H 23.89 -8.67 9.26
H 24.58 -7.16 8.71
O 19.58 -14.50 6.40
H 19.21 -14.10 5.62
H 19.08 -15.30 6.52
O 24.49 -10.64 1.18
H 24.59 -11.15 0.38
H 23.85 -11.13 1.70
O 20.89 -14.16 0.48
H 20.90 -15.11 0.36
H 21.06 -14.04 1.42
O 21.47 -9.48 1.23
H 21.43 -8.86 0.50
H 21.73 -8.95 1.98
O 18.62 -12.82 -0.14
H 19.07 -13.48 0.39
H 18.72 -12.01 0.34
O 27.53 -10.87 1.75
H 26.64 -11.02 2.06
H 27.43 -10.47 0.89
O 16.35 -13.48 2.80
H 15.53 -13.97 2.86
H 16.71 -13.49 3.69
O 24.04 -17.28 6.43
H 23.58 -16.76 5.77
H 23.57 -18.11 6.44
O 18.79 -10.10 0.19
H 19.53 -9.62 0.58
H 18.80 -9.84 -0.73
O 20.87 -10.74 6.85
H 20.80 -9.79 6.76
H 20.05 -11.01 7.26
O 21.45 -13.44 7.76
H 20.86 -14.04 7.30
H 21.17 -13.48 8.67
O 24.32 -12.88 7.35
H 24.74 -13.64 7.77
H 25.05 -12.34 7.04
O 24.98 -18.14 2.90
H 24.35 -17.57 3.33
H 24.74 -19.02 3.18
O 21.30 -8.05 5.51
H 21.34 -8.09 4.55
H 22.20 -7.88 5.78
O 28.39 -14.08 4.84
H 27.87 -14.12 5.65
H 28.63 -14.99 4.67
O 21.98 -11.48 -1.07
H 21.70 -12.23 -0.55
H 21.85 -10.72 -0.50
*
```

Summary:
LUMO	-0.035	Eh
Kohn-Sham gap	5.26	eV
ΔE to the lowest compared entry with this formula, charge and spin	0.00	kJ/mol
E	-100730.4325	eV
HOMO	-6.23	eV